1.
ORCA calculation (wB97M-V/def2-TZVPD) on a cluster of 2 separate species, C3H11NS2 in total.

The geometry in XYZ format:
```
17
Properties=species:S:1:pos:R:3:forces:R:3
C 0.768133 0.635091 -0.570370 0.30 0.26 -0.02
N -0.419588 0.108915 -1.193978 -0.03 0.03 -0.09
C -0.101905 -0.545990 -2.447585 -0.14 0.03 0.15
C -1.133072 -0.776213 -0.300926 0.07 -0.15 -0.02
H 1.251363 1.360195 -1.229030 -0.05 -0.03 -0.03
H 1.519773 -0.138609 -0.336291 -0.03 -0.13 0.03
H 0.520045 1.158020 0.353209 -0.14 -0.01 0.02
H -1.018226 -0.899392 -2.914029 -0.08 -0.03 -0.07
H 0.371770 0.161514 -3.120815 0.10 0.08 -0.11
H 0.566668 -1.408636 -2.313424 0.10 -0.08 0.01
H -2.042124 -1.132956 -0.787810 -0.03 0.06 0.10
H -1.387018 -0.244788 0.614543 -0.12 0.01 0.02
H -0.533889 -1.661228 -0.020838 0.02 -0.01 0.00
S 1.158051 1.552044 3.499897 0.22 0.23 0.07
S -0.308149 0.078111 3.676696 -0.09 -0.20 -0.03
H 1.640834 1.093197 2.338596 -0.08 -0.07 -0.01
H -0.852670 0.660730 4.752149 -0.03 0.03 -0.03
```
Positions in Å, forces in eV/Å.

Summary:
Spin multiplicity = 1
Structure (SMILES) = CN(C)C.SS
Molecular weight = 125.262 g mol⁻¹
Gap between HOMO and LUMO = 8.8 eV
HOMO energy = -8.57 eV

Atomic partial charges in e from the Löwdin method, atoms 1 to 4:
1 C -0.136
2 N -0.334
3 C -0.123
4 C -0.124

2.
ORCA calculation (wB97M-V/def2-TZVPD) on a cluster of 2 separate species, C3H11NS2 in total at a distorted geometry.

The geometry in XYZ format:
```
17
Properties=species:S:1:pos:R:3:forces:R:3
C 1.516215 2.696787 -0.799760 2.02 -0.50 1.95
N 0.644664 2.498416 -1.933463 -0.77 -0.83 0.50
C -0.488831 1.613964 -1.463776 0.93 0.09 0.22
H 1.108421 3.367955 -0.000571 0.03 -0.41 -0.86
H 1.832677 1.719272 -0.203197 -0.80 1.45 -1.19
H 2.513742 3.125400 -1.107719 -1.15 -0.18 0.09
H 1.235302 2.081651 -2.631655 -0.29 -0.45 -0.48
H -0.044676 0.729363 -0.916472 -0.61 1.38 0.55
H -1.091687 1.016002 -2.153499 0.12 1.03 -0.92
H -1.140559 2.362577 -0.934337 0.44 -1.47 0.11
C -1.384035 -0.530256 2.044193 4.48 -1.41 0.14
S -1.128028 -1.813238 0.717633 1.23 1.33 0.19
S 0.878536 -1.391824 0.211490 -0.68 -0.71 0.38
H -1.065520 0.470838 1.822287 0.01 0.33 -0.76
H -0.780915 -0.831372 2.950076 -1.05 0.11 -0.81
H -2.375337 -0.616215 2.128360 -3.90 0.05 1.08
H 1.427677 -2.316359 1.031051 -0.01 0.19 -0.17
```
Positions in Å, forces in eV/Å.

Summary:
Spin multiplicity = 1
Structure (SMILES) = CNC.CSS
Molecular weight = 125.262 g mol⁻¹
Gap between HOMO and LUMO = 9.3 eV
HOMO energy = -8.90 eV

Atomic partial charges in e from the Löwdin method, atoms 1 to 4:
1 C -0.212
2 N -0.181
3 C -0.136
4 H 0.076

3.
ORCA calculation (wB97M-V/def2-TZVPD) on a cluster of 2 separate species, C3H11NS2 in total at a distorted geometry.

The geometry in XYZ format:
```
17
Properties=species:S:1:pos:R:3:forces:R:3
C -3.119105 -0.507398 1.706497 -0.26 -1.01 -1.05
C -1.664389 -0.145048 1.506108 1.15 0.62 1.20
N -0.825993 -1.310642 1.762185 -1.44 -1.01 0.48
H -3.196625 -1.547008 1.367837 -0.08 -0.08 0.29
H -3.838186 -0.019090 1.050503 0.15 0.62 0.21
H -3.451033 -0.462600 2.741004 0.08 0.14 0.03
H -1.385408 0.656968 2.210417 -0.27 0.15 -0.02
H -1.350299 0.254095 0.550272 -0.58 -0.17 -0.55
H -0.946870 -1.678511 2.697982 -0.14 0.10 -0.01
H 0.139352 -1.225724 1.601684 1.13 0.49 -0.42
C 1.067558 1.520077 0.297813 1.05 0.54 0.86
S 1.384191 -0.129313 -0.359727 -0.22 0.29 -0.41
S 0.899999 0.330427 -2.357330 0.14 -0.27 0.21
H 0.573946 2.215005 -0.375359 -0.34 -0.32 -0.07
H 0.596847 1.490052 1.280204 -0.58 -0.30 -0.30
H 2.026007 1.967027 0.547014 0.29 0.15 -0.33
H 1.143318 -0.929674 -2.749382 -0.06 0.08 -0.11
```
Positions in Å, forces in eV/Å.

Summary:
Spin multiplicity = 1
Structure (SMILES) = CCN.CSS
Molecular weight = 125.262 g mol⁻¹
Gap between HOMO and LUMO = 8.5 eV
HOMO energy = -8.21 eV

Atomic partial charges in e from the Löwdin method, atoms 1 to 4:
1 C -0.106
2 C -0.367
3 N -0.028
4 H 0.071

4.
ORCA calculation (wB97M-V/def2-TZVPD) on a cluster of 2 separate species, C3H11NS2 in total at a distorted geometry.

The geometry in XYZ format:
```
17
Properties=species:S:1:pos:R:3:forces:R:3
C -2.390903 1.215341 -0.433437 -2.05 -1.61 -0.18
N -1.467361 0.114716 -0.730304 0.06 -2.94 -1.07
C -1.541207 -0.918730 0.380314 1.82 2.28 0.55
H -2.878721 1.662416 -1.322711 0.81 0.14 0.60
H -3.244025 0.884842 0.217740 -0.21 -0.72 -1.00
H -2.080253 1.867126 0.359838 1.57 1.14 -0.44
H -1.448516 -0.468863 -1.700935 -0.94 2.61 2.92
H -0.859576 -1.768104 0.167029 -0.50 0.51 0.03
H -2.581706 -1.266630 0.578079 0.70 0.29 0.12
H -1.032710 -0.321064 1.294583 -1.53 -1.68 -1.55
C 3.356711 -0.172601 1.083219 4.49 0.17 -3.87
S 2.835326 -1.284205 -0.305175 -0.64 2.59 -0.30
S 1.718600 0.446629 -1.317485 0.89 -2.29 0.06
H 3.370873 -0.719211 1.929403 0.42 -1.84 2.80
H 2.721492 0.574859 1.189342 -3.66 3.02 0.47
H 4.341291 0.498278 0.925145 -1.63 -2.24 0.09
H 1.180689 -0.344797 -2.314645 0.38 0.56 0.78
```
Positions in Å, forces in eV/Å.

Summary:
Spin multiplicity = 1
Structure (SMILES) = CNC.CSS
Molecular weight = 125.262 g mol⁻¹
Gap between HOMO and LUMO = 7.8 eV
HOMO energy = -8.00 eV

Atomic partial charges in e from the Löwdin method, atoms 1 to 4:
1 C -0.184
2 N -0.252
3 C -0.164
4 H 0.082

5.
ORCA calculation (wB97M-V/def2-TZVPD) on a cluster of 2 separate species, C3H11NS2 in total at a distorted geometry.

The geometry in XYZ format:
```
17
Properties=species:S:1:pos:R:3:forces:R:3
C -2.416605 -0.001707 1.485818 -0.57 0.48 -0.45
S -2.470552 -1.153676 0.117220 0.97 0.49 -0.51
S -2.574892 0.173025 -1.419942 0.01 0.12 0.51
H -1.580011 0.689692 1.374048 0.22 -0.34 -0.15
H -2.344867 -0.565389 2.406206 -0.32 -0.04 0.20
H -3.307949 0.623926 1.358473 -0.13 -0.15 0.61
H -1.351008 -0.070231 -1.945990 -0.16 -0.54 -0.20
C 1.387496 0.619727 -1.294590 0.72 0.51 -1.08
C 1.292402 0.088550 0.119683 -0.33 0.15 -0.29
N 2.210399 -1.027544 0.280881 -0.32 -0.22 0.15
H 1.764226 -0.134111 -1.990799 -0.11 -0.21 0.27
H 0.486095 1.026415 -1.776524 -0.07 0.11 0.53
H 2.134449 1.417521 -1.333795 -0.14 0.07 -0.11
H 1.493235 0.902108 0.817320 -0.07 0.12 0.18
H 0.244683 -0.188295 0.293239 0.21 -0.54 0.24
H 1.898433 -1.696377 0.971204 0.12 0.09 0.11
H 3.134464 -0.703633 0.537541 -0.04 -0.09 -0.01
```
Positions in Å, forces in eV/Å.

Summary:
Expectation value of S² = 0.754
Spin multiplicity = 2
Molecular weight = 125.262 g mol⁻¹
Gap between HOMO and LUMO (alpha / beta) = 7.6 / 3.6 eV
HOMO energy (alpha / beta) = -12.48 / -12.44 eV
Total charge = +1

Atomic partial charges in e from the Löwdin method, atoms 1 to 4:
1 C -0.384
2 S 0.707
3 S 0.583
4 H 0.053

6.
ORCA calculation (wB97M-V/def2-TZVPD) on a cluster of 2 separate species, C3H11O in total at a distorted geometry.

The geometry in XYZ format:
```
15
Properties=species:S:1:pos:R:3:forces:R:3
O -2.061116 -1.281586 1.995867 0.38 -0.09 0.17
H -2.285936 -0.824613 1.159617 -0.15 0.15 -0.01
H -1.450966 -2.033953 1.856075 -0.08 0.01 0.09
H -2.766165 -1.431590 2.661476 0.00 0.05 -0.35
C 2.109961 0.184729 -0.964514 0.43 0.10 1.23
C 0.829229 0.914472 -1.306053 -0.77 -0.07 -0.48
C -0.269661 0.629469 -0.286281 -0.36 -0.46 -0.07
H 2.397724 0.371295 0.079807 -0.02 0.43 -0.10
H 2.982525 0.461064 -1.549931 -0.16 -0.14 -0.32
H 1.984990 -0.902162 -0.925191 -0.12 0.04 -0.66
H 0.462506 0.567246 -2.273387 0.08 0.06 -0.13
H 0.851747 2.002943 -1.401803 0.82 -0.11 0.10
H -1.057390 1.380997 -0.320619 0.04 0.14 0.09
H -0.756002 -0.324765 -0.569474 0.17 -0.06 0.40
H 0.173570 0.591270 0.713977 -0.27 -0.06 0.05
```
Positions in Å, forces in eV/Å.

Summary:
Spin multiplicity = 1
Molecular weight = 63.120 g mol⁻¹
Gap between HOMO and LUMO = 9.1 eV
HOMO energy = -14.43 eV
Total charge = +1

Atomic partial charges in e from the Löwdin method, atoms 1 to 4:
1 O 0.350
2 H 0.181
3 H 0.205
4 H 0.211

One value per record, in order, for E_tot: -26449.1222 -26448.5048 -26449.1543 -26446.9960 -26440.7115 -5328.0032 eV.